No. 1
Computed, not measured: a 3-piece molecular cluster, C5H12NO overall, with the ωB97M-V functional and the def2-TZVPD basis.

Properties
- HOMO-LUMO gap (spin up / spin down): 0.343 / 0.211 Ha
- LUMO level (spin up / spin down): -4.12 / -5.85 eV
- HOMO level (spin up / spin down): -13.4 / -11.6 eV
- Charge: +1

Each atom is followed by the atoms it is bonded to, with distances in Å.
Element x y z (Å)
1 C 0.231 3.038 -0.275  C3 1.393, H8 1.005, H19 1.038
2 C -0.147 -0.141 0.001  C4 1.488, N6 1.287
3 C 1.440 3.537 0.207  C1 1.393, H9 1.115, H10 1.064, H11 1.117
4 C 0.607 -0.834 -1.078  C2 1.488, H12 1.060, H13 1.065, H14 1.098
5 C -1.837 -4.113 0.364  O7 1.179, H15 1.135, H16 1.092
6 N -0.562 -0.800 1.026  C2 1.287, H17 1.032, H18 1.109
7 O -0.846 -3.476 0.421  C5 1.179
8 H -0.653 3.271 0.143  C1 1.005
9 H 2.199 2.835 -0.209  C3 1.115
10 H 1.842 4.368 -0.321  C3 1.064
11 H 1.554 3.801 1.287  C3 1.117
12 H -0.199 -0.998 -1.748  C4 1.060
13 H 1.055 -1.693 -0.637  C4 1.065
14 H 1.400 -0.308 -1.626  C4 1.098
15 H -1.901 -5.224 0.144  C5 1.135
16 H -2.657 -3.598 0.870  C5 1.092
17 H -1.220 -0.372 1.694  N6 1.032
18 H -0.529 -1.907 0.959  N6 1.109
19 H 0.222 2.613 -1.222  C1 1.038

---

No. 2
Computed, not measured: a 2-piece molecular cluster, C5H12NO overall, with the ωB97M-V functional and the def2-TZVPD basis.

Properties
- HOMO-LUMO gap: 0.331 Ha
- LUMO level: -4.89 eV
- HOMO level: -13.9 eV
- Charge: +1

Each atom is followed by the atoms it is bonded to, with distances in Å.
Element x y z (Å)
1 C 2.150 1.686 -1.539  C2 1.526, H7 1.096, H8 1.094, H9 1.088
2 C 0.948 1.910 -0.627  C1 1.526, C3 1.477, H10 1.089, H11 1.090
3 C 0.077 0.741 -0.393  C2 1.477, C4 1.329, H12 1.083
4 C -0.658 0.695 0.713  C3 1.329, N5 1.429, H13 1.077
5 N -1.245 -0.551 1.093  C4 1.429, C6 1.268, H14 1.034
6 C -2.094 -0.715 2.021  N5 1.268, H15 1.086, H16 1.066
7 H 2.184 0.723 -2.060  C1 1.096
8 H 3.137 1.721 -1.067  C1 1.094
9 H 2.242 2.467 -2.292  C1 1.088
10 H 0.418 2.798 -0.966  C2 1.089
11 H 1.336 2.371 0.281  C2 1.090
12 H 0.060 -0.050 -1.133  C3 1.083
13 H -0.709 1.445 1.485  C4 1.077
14 H -1.027 -1.361 0.488  N5 1.034
15 H -2.408 0.110 2.654  C6 1.086
16 H -2.494 -1.631 2.390  C6 1.066
17 H 1.216 -3.102 -0.878  O19 0.965
18 H -0.265 -3.345 -1.343  O19 0.969
19 O 0.293 -2.880 -0.701  H17 0.965, H18 0.969

---

no.,energy (hartree)
1,-327.2462
2,-327.4095